[1]
Density functional theory data (ωB97M-V with the def2-TZVPD basis set) for a structure of composition C28H31N3STi.

Summary:
LUMO (spin up / spin down)	0.0068 / -0.0015	hartree
gap between HOMO and LUMO (spin up / spin down)	6.691 / 6.880	eV
<S²>	2.0076
total energy	-2497.50977	hartree
2S+1	3
net charge	0

Atoms and positions in Å:
Ti 0.99363 0.02308 0.06316
S 0.29988 -0.70782 2.32385
N -0.03909 -1.41689 -1.41082
N -0.45232 3.17964 -1.72594
N -0.89465 0.82685 -0.28117
C 2.48074 1.53012 -0.92790
C -3.54429 -2.42345 -0.47528
C -0.04163 -0.77956 -2.74163
C -2.23483 -2.50875 -0.94351
C -1.52029 2.72216 -2.60728
C 0.35657 -4.75944 2.13566
C -0.95766 4.47253 0.30539
C -0.86000 3.25648 -0.36364
C -3.16923 -0.10278 0.07430
C 1.52665 -5.09578 2.80399
C 2.48667 1.89442 0.43583
C 1.94113 -2.75871 3.19560
C 0.78422 -2.40716 2.50155
C -1.83465 -0.17945 -0.33834
C 2.31338 -4.08608 3.33970
C -1.36152 4.53294 1.63304
C 0.18318 4.36408 -2.26079
C -1.15770 2.06382 0.33311
C -1.68828 3.36822 2.30594
C 3.29763 -0.69934 -0.35461
C 3.23179 -0.36213 0.99136
C 2.90661 0.24600 -1.32277
C -4.00147 -1.21075 0.01078
C -0.01146 -3.43244 1.99031
C 2.84054 0.94851 1.38596
C 0.56240 -2.74826 -1.52340
C -1.40195 -1.41155 -0.88533
C -1.58452 2.14831 1.65628
H -3.54501 0.83130 0.47010
H 2.76375 1.18212 2.43848
H -0.30783 0.27265 -2.64570
H 2.15043 2.87819 0.73639
H 1.60100 -2.63247 -1.83762
H -4.18941 -3.28988 -0.50215
H -1.42640 5.49131 2.12977
H 2.54118 -1.97417 3.64110
H 0.05246 -3.36883 -2.26914
H -0.93576 -3.16825 1.49215
H 1.00206 4.67901 -1.61258
H -5.02257 -1.12090 0.35854
H 3.45000 -1.10501 1.74689
H 0.95224 -0.86832 -3.17967
H 3.21497 -4.33336 3.88533
H -1.87644 -3.44626 -1.34716
H -1.11030 2.49959 -3.59456
H 1.81381 -6.13245 2.91929
H 3.60847 -1.69166 -0.65337
H 2.11127 2.22943 -1.66501
H -2.30104 3.48821 -2.72429
H -0.50375 5.21565 -2.38495
H -1.97548 1.81994 -2.20646
H -0.76325 -1.28449 -3.39262
H -1.78688 1.22706 2.18861
H 2.90911 -0.02043 -2.37169
H 0.54020 -3.24853 -0.55836
H 0.59157 4.12831 -3.24495
H -0.28010 -5.53816 1.73285
H -0.72581 5.39291 -0.21330
H -2.00197 3.40064 3.34068

Mulliken charges, unit e, in atom order: atom 1 (Ti): -0.201, atom 2 (S): -0.352, atom 3 (N): 1.265, atom 4 (N): 0.697, atom 5 (N): 1.538, atom 6 (C): -0.403, atom 7 (C): -0.855, atom 8 (C): -1.316, atom 9 (C): -0.229, atom 10 (C): -1.192, atom 11 (C): -0.330, atom 12 (C): -0.071, atom 13 (C): 0.140, atom 14 (C): -0.990, atom 15 (C): -0.514, atom 16 (C): -0.186, atom 17 (C): -0.672, atom 18 (C): 0.417, atom 19 (C): -0.209, atom 20 (C): -0.618, atom 21 (C): -0.814, atom 22 (C): -1.489, atom 23 (C): -0.431, atom 24 (C): -1.206, atom 25 (C): -0.453, atom 26 (C): -0.256, atom 27 (C): -0.434, atom 28 (C): -0.890, atom 29 (C): -0.490, atom 30 (C): -0.488, atom 31 (C): -1.194, atom 32 (C): 0.409, atom 33 (C): -0.401, atom 34 (H): 0.497, atom 35 (H): 0.328, atom 36 (H): 0.179, atom 37 (H): 0.379, atom 38 (H): 0.311, atom 39 (H): 0.427, atom 40 (H): 0.419, atom 41 (H): 0.541, atom 42 (H): 0.410, atom 43 (H): 0.509, atom 44 (H): 0.429, atom 45 (H): 0.415, atom 46 (H): 0.549, atom 47 (H): 0.461, atom 48 (H): 0.383, atom 49 (H): 0.326, atom 50 (H): 0.404, atom 51 (H): 0.374, atom 52 (H): 0.465, atom 53 (H): 0.327, atom 54 (H): 0.316, atom 55 (H): 0.405, atom 56 (H): 0.240, atom 57 (H): 0.342, atom 58 (H): 0.528, atom 59 (H): 0.537, atom 60 (H): 0.190, atom 61 (H): 0.319, atom 62 (H): 0.401, atom 63 (H): 0.397, atom 64 (H): 0.410

***

[2]
Density functional theory data (ωB97M-V with the def2-TZVPD basis set) for a cluster of 2 separate species, C10H10N2O2 in total at a distorted geometry.

Summary:
LUMO	0.0148	hartree
gap between HOMO and LUMO	5.948	eV
total energy	-646.96364	hartree
net charge	0

Atoms and positions in Å:
O 0.53606 3.42474 -0.58511
O 0.75431 3.61117 1.70146
N 1.31571 0.67744 -1.11776
N 2.73921 0.92872 0.53482
C 0.62019 3.51562 0.55433
C -2.33345 -1.82491 0.93282
C 0.71473 -0.04532 -0.12285
C -1.15756 -0.87112 -1.45966
C 2.46154 1.17988 -0.76718
C 1.56189 0.25502 1.14956
C -2.26909 -1.75948 -1.46692
C -0.52934 -0.68188 -0.22242
C -2.78812 -2.33168 -0.28764
C -1.22975 -1.08065 0.96445
H -2.86808 -1.83709 -2.34416
H -0.88086 -0.94150 1.90521
H -2.67314 -2.20951 1.83833
H 3.19034 1.53396 1.20843
H -3.55554 -3.04448 -0.28998
H 3.19979 1.59802 -1.35432
H 0.83994 0.56781 -1.99963
H 0.99456 0.80905 1.93864
H -0.65811 -0.71862 -2.40893
H 2.01479 -0.75521 1.69850

Mulliken charges, unit e, in atom order: atom 1 (O): -0.351, atom 2 (O): -0.399, atom 3 (N): 0.110, atom 4 (N): -0.219, atom 5 (C): 0.750, atom 6 (C): -0.506, atom 7 (C): 0.002, atom 8 (C): -0.935, atom 9 (C): -0.547, atom 10 (C): -0.447, atom 11 (C): -0.465, atom 12 (C): 1.226, atom 13 (C): -0.674, atom 14 (C): -0.641, atom 15 (H): 0.371, atom 16 (H): 0.395, atom 17 (H): 0.409, atom 18 (H): 0.279, atom 19 (H): 0.419, atom 20 (H): 0.493, atom 21 (H): 0.126, atom 22 (H): 0.214, atom 23 (H): 0.193, atom 24 (H): 0.197

***

[3]
Density functional theory data (ωB97M-V with the def2-TZVPD basis set) for a structure of composition C43H35O8PSe2Ta at a distorted geometry.

Summary:
LUMO	0.0641	hartree
gap between HOMO and LUMO	7.076	eV
total energy	-7462.78054	hartree
net charge	-1

Atoms and positions in Å:
Ta 0.24164 0.32899 -0.07835
Se 2.82153 1.04281 -0.93935
Se 0.04408 2.53770 1.07552
P 1.60935 -1.05337 1.80086
O 3.19963 3.48251 1.07230
O 0.35075 -1.71306 -0.35151
O 0.12176 -0.99378 -4.98700
O 0.21320 0.18210 -2.12893
O 0.77968 5.12815 -2.92837
O -1.77505 0.47870 2.42833
O -0.22551 -3.91015 -4.65065
O 0.02771 -4.44593 -1.71134
C -1.90551 0.17467 -0.64872
C -1.83189 -3.80775 3.06441
C 0.03017 -3.34149 -2.24256
C -6.45872 -1.73459 -2.52661
C 3.77742 -0.71286 5.28314
C 2.86210 -2.10443 1.06939
C -6.35995 -0.73103 -1.50582
C -2.60425 -0.93573 -0.82070
C 2.92915 1.50390 4.81088
C 3.68657 0.68057 5.65283
C 4.16791 -1.68144 1.03339
C -2.72642 1.65627 -2.39694
C 4.71213 -3.43591 -0.47789
C 0.13512 -2.02614 -1.64768
C -0.00097 -3.09315 -3.75378
C 5.11863 -2.40050 0.28296
C -5.11756 -0.44050 -1.06057
C 1.83868 5.20014 -1.91929
C 2.37959 1.04786 3.62048
C 0.51780 3.88364 -0.24674
C -3.93346 -1.13431 -1.46332
C -0.51772 -4.29202 3.18417
C 1.87124 3.94969 -0.94546
C 0.59361 -3.43926 2.94033
C -4.11177 -2.15502 -2.38640
C 3.38878 -3.88594 -0.49526
C -3.54469 2.64883 -2.88914
C 2.97828 4.35869 0.02109
C 0.37534 -2.15620 2.50617
C -2.05129 -2.50947 2.60271
C 2.44959 -0.32623 3.27839
C -0.93723 -1.72720 2.36580
C -3.10567 2.35114 -0.13194
C -5.36814 -2.37080 -2.96395
C 0.14389 -1.53026 -3.91467
C 3.16251 -1.12441 4.12396
C 0.10731 -1.01557 -2.59431
C -1.01783 -0.25408 1.80276
C -3.86189 3.38134 -0.64360
C -2.57625 1.43452 -1.03560
C -4.20214 3.49448 -2.00067
C 2.47262 -3.25028 0.28231
C 2.26489 2.72712 -1.81847
H 2.70968 2.49579 5.11506
H 5.41838 -3.90175 -1.13423
H 4.09107 0.92282 6.65713
H -2.66978 -4.45685 3.29987
H -5.40867 -3.15024 -3.72188
H 3.13179 -2.23886 4.00759
H 2.79543 5.22193 -2.50105
H 3.93970 4.50098 -0.44568
H 1.46194 -3.57627 0.32832
H 1.84021 1.75807 3.00577
H -2.18203 -1.85931 -0.36937
H 1.93155 6.10894 -1.35861
H -2.10178 1.03204 -3.03036
H 3.16974 2.58995 0.68119
H -3.02255 2.26208 0.93323
H -3.26274 -2.67761 -2.82460
H 1.49338 2.53527 -2.49973
H 4.44474 -0.77010 1.47221
H -0.28871 -5.34287 3.51016
H -4.27600 4.09019 0.07187
H -5.05700 0.16594 -0.16336
H 3.10292 2.99704 -2.53486
H 3.10248 -4.67548 -1.21575
H 0.33256 4.80646 0.29463
H -7.21192 -0.27824 -1.09350
H 4.19415 -1.50917 5.87618
H -7.43350 -1.81826 -2.88052
H -3.81367 2.72584 -3.93539
H -4.93876 4.18690 -2.30370
H 6.14432 -2.00431 0.27650
H -3.04602 -2.01872 2.56083
H 2.76480 5.30391 0.44834
H 1.58694 -3.73407 3.20755
H -0.19253 3.85785 -1.07533
H 0.11110 4.50918 -2.65509

Mulliken charges, unit e, in atom order: atom 1 (Ta): 0.803, atom 2 (Se): -0.405, atom 3 (Se): -0.128, atom 4 (P): 2.063, atom 5 (O): -0.411, atom 6 (O): 0.293, atom 7 (O): -0.643, atom 8 (O): -0.485, atom 9 (O): -0.529, atom 10 (O): -0.572, atom 11 (O): -0.625, atom 12 (O): -0.707, atom 13 (C): 0.927, atom 14 (C): -0.796, atom 15 (C): 0.130, atom 16 (C): -0.453, atom 17 (C): -0.632, atom 18 (C): 0.421, atom 19 (C): -0.861, atom 20 (C): 0.137, atom 21 (C): -0.801, atom 22 (C): -0.590, atom 23 (C): -0.469, atom 24 (C): -0.296, atom 25 (C): -0.406, atom 26 (C): 0.681, atom 27 (C): 0.316, atom 28 (C): -0.826, atom 29 (C): -0.006, atom 30 (C): -0.987, atom 31 (C): -0.148, atom 32 (C): -1.019, atom 33 (C): -0.490, atom 34 (C): -0.730, atom 35 (C): 1.546, atom 36 (C): -0.505, atom 37 (C): 0.129, atom 38 (C): -0.804, atom 39 (C): -0.806, atom 40 (C): -1.575, atom 41 (C): 0.288, atom 42 (C): -0.136, atom 43 (C): 0.275, atom 44 (C): -0.161, atom 45 (C): 0.173, atom 46 (C): -1.009, atom 47 (C): -0.024, atom 48 (C): 0.045, atom 49 (C): 0.314, atom 50 (C): -0.328, atom 51 (C): -0.874, atom 52 (C): -0.356, atom 53 (C): -0.713, atom 54 (C): -1.077, atom 55 (C): -1.051, atom 56 (H): 0.455, atom 57 (H): 0.392, atom 58 (H): 0.317, atom 59 (H): 0.397, atom 60 (H): 0.384, atom 61 (H): 0.020, atom 62 (H): 0.410, atom 63 (H): 0.347, atom 64 (H): 0.642, atom 65 (H): 0.114, atom 66 (H): 0.643, atom 67 (H): 0.381, atom 68 (H): 0.354, atom 69 (H): 0.191, atom 70 (H): 0.526, atom 71 (H): 0.329, atom 72 (H): 0.575, atom 73 (H): 0.573, atom 74 (H): 0.317, atom 75 (H): 0.373, atom 76 (H): 0.274, atom 77 (H): 0.403, atom 78 (H): 0.428, atom 79 (H): 0.539, atom 80 (H): 0.504, atom 81 (H): 0.426, atom 82 (H): 0.435, atom 83 (H): 0.420, atom 84 (H): 0.474, atom 85 (H): 0.348, atom 86 (H): 0.446, atom 87 (H): 0.560, atom 88 (H): 0.370, atom 89 (H): 0.157, atom 90 (H): 0.367

***

[4]
Density functional theory data (ωB97M-V with the def2-TZVPD basis set) for a structure of composition C11H21BO9SZn at a distorted geometry.

Summary:
LUMO	-0.1959	hartree
gap between HOMO and LUMO	2.819	eV
total energy	-3310.90059	hartree
net charge	0

Atoms and positions in Å:
Zn -5.06258 -2.92198 -3.29866
S 3.73962 -1.08960 2.18057
O 0.81676 -0.75540 -0.87749
O -4.89440 0.73089 -0.54159
O 5.27554 0.56631 0.59720
O 3.73640 1.22739 -1.13725
O 1.14678 1.13183 1.30259
O 1.74230 2.41283 -0.32562
O -2.60691 -0.52078 -1.32485
O 3.11851 -2.41625 1.98983
O 3.02555 -0.25425 3.14857
C -5.74391 1.46164 0.36698
C 5.40414 -1.43055 2.93317
C -3.64703 -1.41029 -0.92345
C -1.43065 -1.24145 -1.73429
C -4.65659 -0.59715 -0.02563
C 4.10001 -0.26400 0.57294
C -0.15442 -0.28245 -1.82701
C 2.15842 -0.62217 -1.34118
C 1.88429 1.32715 0.28621
C 2.92945 0.32396 -0.32049
C -5.02238 2.78933 0.85019
B 4.91193 1.60481 -0.37955
H -5.67032 -1.11042 0.01173
H 2.23343 -0.12175 -2.35353
H 5.57553 -0.57851 3.65424
H 5.42165 -2.41677 3.45791
H 2.64461 -1.64799 -1.35016
H -1.65189 -1.73320 -2.73328
H -1.18821 -1.98575 -0.92310
H 4.46909 -1.13253 -0.07006
H -5.37517 2.97022 1.91178
H -3.21287 -2.26274 -0.31315
H 4.58269 2.51771 0.37799
H -6.03283 0.82416 1.24928
H -6.70137 1.73059 -0.17090
H -5.26434 3.65019 0.17113
H -4.21937 -1.88302 -1.78605
H 6.21328 -1.32054 2.14855
H 5.80686 2.11754 -0.99867
H -3.90484 2.62178 0.86704
H -4.30078 -0.49659 1.04127
H -0.50549 0.75024 -1.53949
H 0.18021 -0.32170 -2.89823

Mulliken charges, unit e, in atom order: atom 1 (Zn): -0.195, atom 2 (S): 1.385, atom 3 (O): -0.209, atom 4 (O): -0.337, atom 5 (O): -0.470, atom 6 (O): -0.592, atom 7 (O): -0.429, atom 8 (O): -0.508, atom 9 (O): -0.212, atom 10 (O): -0.678, atom 11 (O): -0.659, atom 12 (C): -0.393, atom 13 (C): -0.954, atom 14 (C): 0.627, atom 15 (C): -0.499, atom 16 (C): -0.589, atom 17 (C): -0.082, atom 18 (C): -0.350, atom 19 (C): -0.856, atom 20 (C): 0.292, atom 21 (C): 1.049, atom 22 (C): -0.815, atom 23 (B): 0.467, atom 24 (H): 0.318, atom 25 (H): 0.405, atom 26 (H): 0.321, atom 27 (H): 0.345, atom 28 (H): 0.245, atom 29 (H): 0.143, atom 30 (H): 0.342, atom 31 (H): 0.345, atom 32 (H): 0.281, atom 33 (H): 0.417, atom 34 (H): 0.150, atom 35 (H): 0.335, atom 36 (H): 0.301, atom 37 (H): 0.258, atom 38 (H): -0.603, atom 39 (H): 0.308, atom 40 (H): -0.027, atom 41 (H): 0.221, atom 42 (H): 0.360, atom 43 (H): 0.233, atom 44 (H): 0.311